[1]
Formula: C4H8ClFNO2
Source: the Open Molecules 2025 dataset
Level of theory: ωB97M-V/def2-TZVPD

Each line ends with the Löwdin charge.
Atoms and positions in Å:
C  0.447  0.508  0.216  -0.318
H  -0.388  -1.340  0.907  0.108
Cl  0.854  -2.962  -1.851  -0.793
C  -0.724  -0.315  0.695  -0.190
H  -0.891  0.009  1.735  0.123
C  1.811  0.105  0.711  -0.006
H  1.986  0.621  1.667  0.089
H  1.810  -0.941  1.044  0.090
H  2.605  0.429  0.027  0.096
N  0.418  0.837  -1.284  -0.337
O  -0.235  1.773  -1.686  0.062
O  1.186  0.214  -1.982  0.038
C  -2.012  -0.226  -0.108  -0.092
H  -2.220  0.805  -0.426  0.071
H  -2.005  -0.879  -0.993  0.079
H  -2.853  -0.548  0.521  0.071
F  0.211  1.909  0.805  -0.089

Values from the calculation:
HOMO, eV: -3.7
Energy above the lowest of the compared OMol25 structures with the same formula, charge and spin, eV: 0.542
Orbital gap, hartree: 0.266
Charge: -1
E_LUMO, eV: 3.5
Largest force on an atom, eV Å⁻¹: 3.00

***

[2]
Formula: C85H177N9O12
Source: the Open Molecules 2025 dataset
Level of theory: ωB97M-V/def2-TZVPD

Each line ends with the Löwdin charge.
Atoms and positions in Å:
C  -6.618  -1.144  1.947  0.011
C  -6.071  -0.893  0.516  -0.338
C  -6.362  -1.937  -0.505  -0.074
O  -6.830  -1.185  -1.612  0.120
C  -6.893  0.063  -1.424  -0.607
O  -7.197  0.867  -2.257  0.151
O  -6.501  0.300  -0.133  0.089
H  -6.449  -0.321  2.642  0.064
H  -6.146  -2.042  2.345  0.091
H  -7.694  -1.301  1.868  0.084
H  -4.985  -0.902  0.617  0.092
H  -7.158  -2.581  -0.131  0.138
H  -5.443  -2.497  -0.675  0.123
C  -1.331  1.607  2.115  -0.010
C  -1.721  0.567  1.127  -0.483
C  -0.773  0.641  -0.095  -0.085
C  -0.719  -0.641  -1.050  -0.177
C  -0.355  -1.836  -0.253  -0.157
C  -1.384  -2.010  0.969  -0.426
N  -1.626  -0.804  1.709  -0.118
O  -2.414  -1.021  2.767  -0.004
C  -2.674  -2.771  0.426  0.001
C  -0.565  -3.001  1.828  -0.034
C  -3.091  0.807  0.529  -0.020
H  -1.520  2.622  1.765  0.091
H  -0.252  1.632  2.266  0.068
H  -1.836  1.498  3.074  0.067
H  -1.076  1.485  -0.714  0.090
H  0.222  0.916  0.255  0.101
H  -0.025  -0.553  -1.887  0.104
H  -1.629  -0.985  -1.542  0.099
H  0.615  -1.542  0.146  0.097
H  -0.199  -2.659  -0.951  0.114
H  -3.342  -2.195  -0.215  0.049
H  -2.345  -3.716  -0.005  0.072
H  -3.203  -3.134  1.308  0.077
H  -1.108  -3.256  2.738  0.085
H  -0.245  -3.882  1.272  0.061
H  0.364  -2.595  2.230  0.068
H  -3.338  0.072  -0.237  0.082
H  -3.318  1.826  0.217  0.082
H  -3.732  0.749  1.409  0.071
H  -1.865  -0.906  3.546  0.092
C  4.340  -7.255  4.824  -0.053
C  4.303  -6.537  3.501  -0.476
C  5.000  -7.515  2.431  -0.125
C  4.982  -7.089  0.969  -0.165
C  3.483  -6.857  0.603  -0.129
C  2.601  -5.986  1.585  -0.420
N  2.906  -6.371  3.007  -0.109
O  2.097  -5.720  3.929  -0.019
C  3.017  -4.505  1.314  -0.012
C  1.134  -6.304  1.210  -0.020
C  5.173  -5.265  3.579  -0.027
H  3.983  -6.707  5.695  0.088
H  5.320  -7.694  5.011  0.092
H  3.672  -8.102  4.665  0.088
H  6.067  -7.482  2.652  0.112
H  4.596  -8.518  2.571  0.118
H  5.445  -7.800  0.284  0.114
H  5.515  -6.150  0.825  0.078
H  2.994  -7.780  0.293  0.090
H  3.468  -6.382  -0.378  0.095
H  4.095  -4.390  1.203  0.062
H  2.473  -4.011  0.509  0.071
H  2.694  -3.913  2.171  0.057
H  0.949  -5.984  0.185  0.064
H  0.897  -7.357  1.365  0.087
H  0.481  -5.825  1.939  0.065
H  4.591  -4.366  3.784  0.044
H  5.616  -4.968  2.628  0.059
H  5.936  -5.428  4.340  0.090
H  1.995  -6.333  4.661  0.093
C  0.569  4.141  -1.232  -0.047
C  1.665  4.611  -2.173  -0.506
C  0.880  4.866  -3.527  -0.118
C  1.652  5.615  -4.595  -0.175
C  2.214  6.928  -4.089  -0.151
C  2.899  6.742  -2.694  -0.476
N  2.097  5.938  -1.724  -0.088
O  2.711  5.917  -0.444  -0.009
C  4.360  6.254  -2.932  -0.017
C  2.959  8.199  -2.219  -0.058
C  2.668  3.518  -2.319  -0.039
H  0.858  3.804  -0.237  0.089
H  -0.164  3.480  -1.694  0.074
H  0.005  5.045  -1.000  0.052
H  0.695  3.878  -3.949  0.114
H  -0.069  5.348  -3.291  0.096
H  0.994  5.833  -5.436  0.113
H  2.540  5.044  -4.867  0.105
H  1.440  7.695  -4.126  0.108
H  2.976  7.316  -4.765  0.115
H  4.398  5.344  -3.531  0.062
H  4.863  7.073  -3.446  0.084
H  4.710  5.960  -1.942  0.082
H  3.484  8.818  -2.946  0.084
H  1.985  8.637  -2.002  0.077
H  3.494  8.301  -1.275  0.077
H  3.295  3.584  -3.208  0.067
H  2.073  2.605  -2.321  0.086
H  3.491  3.458  -1.606  0.088
H  2.063  6.303  0.150  0.100
C  -1.243  7.279  -1.654  -0.023
C  -2.451  8.173  -1.131  -0.459
C  -3.511  8.244  -2.229  -0.138
C  -4.290  6.896  -2.526  -0.159
C  -5.024  6.500  -1.233  -0.137
C  -4.110  6.324  0.012  -0.456
N  -3.132  7.529  0.036  -0.143
O  -2.310  7.503  1.057  -0.011
C  -5.023  6.354  1.216  -0.040
C  -3.446  4.975  -0.064  -0.038
C  -1.970  9.647  -0.926  -0.026
H  -1.583  6.266  -1.869  0.042
H  -0.486  7.202  -0.874  0.070
H  -0.790  7.771  -2.515  0.077
H  -4.196  9.089  -2.167  0.113
H  -2.979  8.425  -3.163  0.107
H  -3.676  6.076  -2.899  0.068
H  -4.896  6.977  -3.428  0.107
H  -5.611  5.603  -1.432  0.116
H  -5.750  7.306  -1.127  0.112
H  -5.617  5.443  1.281  0.086
H  -4.384  6.375  2.099  0.075
H  -5.620  7.266  1.238  0.090
H  -2.587  4.863  -0.727  0.061
H  -3.117  4.663  0.927  0.072
H  -4.087  4.167  -0.416  0.078
H  -1.498  10.014  -1.837  0.084
H  -1.300  9.756  -0.074  0.073
H  -2.846  10.231  -0.645  0.078
H  -2.783  8.068  1.672  0.113
C  -2.003  1.762  -7.709  -0.027
C  -3.104  2.734  -7.068  -0.476
C  -4.463  2.041  -7.261  -0.134
C  -4.866  1.113  -6.046  -0.129
C  -4.639  1.947  -4.746  -0.126
C  -3.169  2.419  -4.444  -0.461
N  -2.804  3.139  -5.688  -0.152
O  -1.679  3.887  -5.517  -0.011
C  -3.311  3.355  -3.255  -0.032
C  -2.257  1.205  -4.166  0.003
C  -3.141  3.980  -7.945  -0.063
H  -2.034  1.786  -8.799  0.071
H  -2.157  0.761  -7.307  0.070
H  -0.981  2.072  -7.492  0.070
H  -5.172  2.791  -7.611  0.106
H  -4.363  1.474  -8.187  0.109
H  -4.242  0.220  -6.060  0.092
H  -5.870  0.759  -6.279  0.105
H  -5.142  1.485  -3.896  0.099
H  -5.293  2.812  -4.856  0.114
H  -3.469  2.689  -2.408  0.081
H  -2.391  3.919  -3.100  0.068
H  -4.153  4.044  -3.328  0.079
H  -1.830  1.196  -3.163  0.053
H  -2.814  0.268  -4.167  0.081
H  -1.413  1.287  -4.850  0.082
H  -4.004  4.644  -7.885  0.085
H  -3.166  3.704  -8.999  0.079
H  -2.212  4.547  -7.999  0.081
H  -2.106  4.743  -5.603  0.107
C  3.184  2.326  5.893  -0.046
C  2.614  0.928  5.543  -0.435
C  1.946  1.206  4.085  -0.119
C  1.771  -0.005  3.207  -0.201
C  3.045  -0.798  3.120  -0.148
C  3.657  -1.200  4.455  -0.481
N  3.768  0.018  5.282  -0.106
O  4.506  -0.238  6.437  -0.014
C  2.795  -2.273  5.125  -0.014
C  5.052  -1.747  4.094  -0.035
C  1.530  0.513  6.505  -0.045
H  3.761  2.816  5.109  0.079
H  3.890  2.202  6.715  0.074
H  2.488  3.085  6.249  0.080
H  1.047  1.758  4.359  0.102
H  2.509  1.946  3.516  0.111
H  1.510  0.165  2.163  0.098
H  0.968  -0.601  3.641  0.099
H  3.761  -0.270  2.490  0.115
H  2.691  -1.717  2.652  0.101
H  2.751  -3.301  4.764  0.064
H  3.087  -2.410  6.166  0.084
H  1.781  -1.937  5.342  0.066
H  5.639  -0.858  3.862  0.083
H  5.619  -2.242  4.883  0.084
H  5.186  -2.441  3.265  0.063
H  0.748  -0.126  6.095  0.059
H  1.105  1.396  6.982  0.080
H  1.831  -0.075  7.372  0.088
H  5.403  -0.042  6.157  0.100
C  -6.405  2.461  5.327  -0.020
C  -4.959  2.734  4.765  -0.461
C  -4.441  4.057  5.419  -0.124
C  -4.047  3.871  6.881  -0.181
C  -2.987  2.781  6.989  -0.137
C  -3.337  1.401  6.304  -0.434
N  -4.008  1.598  5.006  -0.102
O  -4.485  0.429  4.326  -0.021
C  -2.023  0.600  5.996  -0.030
C  -4.296  0.576  7.262  -0.021
C  -5.000  2.963  3.252  -0.038
H  -7.155  3.093  4.852  0.081
H  -6.340  2.731  6.381  0.058
H  -6.773  1.441  5.214  0.078
H  -3.716  4.566  4.785  0.120
H  -5.337  4.679  5.439  0.113
H  -4.822  3.426  7.506  0.099
H  -3.710  4.774  7.390  0.114
H  -2.817  2.670  8.059  0.112
H  -2.019  3.105  6.608  0.110
H  -1.391  0.682  6.881  0.075
H  -2.264  -0.409  5.663  0.074
H  -1.405  1.000  5.193  0.060
H  -4.336  -0.449  6.895  0.072
H  -3.964  0.522  8.299  0.073
H  -5.308  0.958  7.394  0.065
H  -5.509  3.915  3.105  0.070
H  -5.590  2.185  2.768  0.074
H  -4.078  2.981  2.671  0.067
H  -3.739  0.210  3.763  0.045
C  3.264  -1.265  -1.551  -0.038
C  4.779  -1.303  -1.530  -0.452
C  5.228  -0.978  -0.042  -0.110
C  6.749  -1.208  0.231  -0.159
C  7.075  -2.671  -0.124  -0.147
C  6.753  -3.028  -1.577  -0.472
N  5.362  -2.588  -2.024  -0.123
O  4.968  -3.189  -3.209  0.003
C  7.879  -2.446  -2.458  -0.043
C  6.838  -4.563  -1.636  -0.038
C  5.322  -0.178  -2.503  -0.021
H  2.984  -0.270  -1.206  0.084
H  2.888  -2.017  -0.857  0.065
H  2.856  -1.500  -2.534  0.086
H  4.974  0.057  0.188  0.114
H  4.691  -1.555  0.710  0.089
H  6.898  -1.044  1.298  0.094
H  7.423  -0.456  -0.180  0.104
H  6.430  -3.267  0.523  0.102
H  8.101  -2.974  0.083  0.121
H  8.856  -2.850  -2.190  0.084
H  7.727  -2.659  -3.516  0.081
H  8.072  -1.379  -2.348  0.063
H  5.864  -5.043  -1.548  0.078
H  7.329  -4.859  -2.563  0.077
H  7.533  -4.948  -0.890  0.080
H  4.852  0.800  -2.396  0.070
H  4.999  -0.406  -3.519  0.068
H  6.401  -0.116  -2.649  0.064
H  5.230  -2.563  -3.888  0.084
C  0.189  -9.743  -4.107  -0.020
C  0.450  -9.078  -2.739  -0.492
C  1.838  -8.564  -2.493  -0.143
C  2.267  -7.280  -3.263  -0.144
C  1.273  -6.119  -3.010  -0.135
C  -0.185  -6.538  -3.185  -0.433
N  -0.441  -7.882  -2.541  -0.130
O  -1.748  -8.246  -2.436  -0.013
C  -0.999  -5.402  -2.477  -0.029
C  -0.715  -6.611  -4.686  -0.014
C  0.237  -10.183  -1.637  -0.021
H  -0.894  -9.858  -4.082  0.078
H  0.518  -10.777  -4.202  0.083
H  0.600  -9.137  -4.915  0.072
H  2.057  -8.437  -1.433  0.091
H  2.494  -9.353  -2.862  0.121
H  2.479  -7.460  -4.317  0.107
H  3.161  -6.872  -2.791  0.093
H  1.554  -5.310  -3.683  0.127
H  1.434  -5.797  -1.981  0.088
H  -1.974  -5.764  -2.152  0.079
H  -0.463  -5.043  -1.599  0.048
H  -1.109  -4.572  -3.175  0.080
H  -0.829  -5.636  -5.160  0.079
H  -0.114  -7.234  -5.348  0.059
H  -1.641  -7.185  -4.728  0.067
H  0.899  -10.994  -1.939  0.077
H  -0.766  -10.596  -1.746  0.077
H  0.477  -9.926  -0.605  0.080
H  -1.991  -8.340  -3.360  0.065

Values from the calculation:
HOMO, eV: -7.8
Structure (SMILES): CC1(C)CCCC(C)(C)N1O.CC1(C)CCCC(C)(C)N1O.CC1(C)CCCC(C)(C)N1O.CC1(C)CCCC(C)(C)N1O.CC1(C)CCCC(C)(C)N1O.CC1(C)CCCC(C)(C)N1O.CC1(C)CCCC(C)(C)N1O.CC1(C)CCCC(C)(C)N1O.CC1(C)CCCC(C)(C)N1O.C[C@H]1COC(=O)O1
Energy above the lowest of the compared OMol25 structures with the same formula, charge and spin, eV: 0.000
Orbital gap, hartree: 0.303
Charge: 0
E_LUMO, eV: 0.4
Largest force on an atom, eV Å⁻¹: 5.10

***

[3]
Formula: C13H22ClFN2O3
Source: the Open Molecules 2025 dataset
Level of theory: ωB97M-V/def2-TZVPD

Each line ends with the Löwdin charge.
Atoms and positions in Å:
C  0.588  0.119  4.497  -0.113
O  -0.752  -0.347  4.581  -0.194
C  -1.659  0.509  3.894  -0.235
C  -2.710  -0.357  3.171  -0.167
C  -2.420  -0.554  1.673  -0.177
C  -1.019  -1.204  1.385  -0.075
C  -0.500  -0.626  0.090  -0.142
N  -0.189  0.732  0.014  0.213
C  0.206  0.951  -1.244  -0.245
C  0.578  2.368  -1.636  -0.011
C  -0.197  2.762  -2.912  -0.217
O  -1.324  2.351  -3.075  0.063
N  0.166  -0.154  -1.935  0.075
C  0.500  -0.324  -3.339  -0.021
C  2.017  -0.437  -3.589  -0.340
C  2.851  -0.541  -2.330  -0.136
F  2.455  0.622  -4.413  -0.054
C  -0.278  -1.187  -1.107  -0.240
O  -0.455  -2.445  -1.491  0.116
H  1.252  -0.700  4.797  0.094
H  0.732  0.940  5.216  0.093
H  0.873  0.424  3.479  0.074
H  -2.201  1.102  4.651  0.123
H  -1.166  1.237  3.229  0.111
H  -2.893  -1.307  3.683  0.123
H  -3.657  0.204  3.234  0.112
H  -2.456  0.441  1.200  0.103
H  -3.172  -1.154  1.147  0.118
H  -1.204  -2.279  1.270  0.127
H  -0.315  -1.065  2.211  0.104
H  -0.270  1.397  0.764  0.168
H  1.660  2.527  -1.702  0.130
H  0.193  3.016  -0.835  0.130
H  0.225  3.441  -3.680  0.137
H  0.040  -1.264  -3.660  0.144
H  0.086  0.455  -3.984  0.126
H  2.179  -1.364  -4.156  0.128
H  3.852  -0.150  -2.569  0.088
H  2.956  -1.649  -2.019  -0.164
H  2.490  0.056  -1.476  0.060
H  0.033  -3.057  -0.919  0.118
Cl  2.903  -3.490  -2.115  -0.346

Values from the calculation:
HOMO, eV: -7.0
Orbital gap, hartree: 0.241
Charge: 0
E_LUMO, eV: -0.5
Largest force on an atom, eV Å⁻¹: 2.97

***

[4]
Formula: C23H26MoN3O7S2
Source: the Open Molecules 2025 dataset
Level of theory: ωB97M-V/def2-TZVPD

Each line ends with the Löwdin charge.
Atoms and positions in Å:
Mo  0.121  0.610  0.730  1.249
C  3.057  3.575  -1.433  -0.141
C  1.807  2.859  -1.001  -0.778
S  2.005  2.000  0.535  0.572
C  0.643  2.837  -1.663  -0.779
C  0.371  3.538  -2.967  -0.138
S  -0.751  1.949  -1.045  0.565
H  3.847  2.858  -1.669  0.071
H  3.431  4.204  -0.623  0.065
H  2.898  4.203  -2.308  0.054
H  1.158  4.237  -3.246  0.054
H  -0.569  4.090  -2.902  0.063
H  0.257  2.810  -3.774  0.072
O  -3.451  -0.475  2.439  0.061
C  -2.286  -0.126  2.429  -0.569
O  -1.770  0.532  1.421  -0.244
C  -1.411  -0.440  3.620  -0.040
C  -2.032  -1.085  4.671  0.069
C  -1.329  -1.443  5.810  -0.144
C  0.014  -1.130  5.946  0.073
C  0.623  -0.461  4.918  -0.071
C  -0.021  -0.141  3.687  -0.278
O  0.676  0.328  2.720  -0.223
N  2.030  -0.099  5.107  -0.341
O  2.384  1.007  4.769  0.106
O  2.757  -0.930  5.632  0.049
N  -1.998  -2.161  6.880  -0.362
O  -3.174  -2.446  6.737  0.061
O  -1.345  -2.453  7.870  0.049
H  -3.082  -1.320  4.577  0.132
H  0.566  -1.403  6.833  0.134
C  1.749  -3.942  4.153  -0.039
C  0.752  -3.494  3.118  -0.254
C  -0.560  -3.957  3.147  -0.012
C  -1.501  -3.539  2.214  -0.258
C  -2.936  -3.982  2.292  -0.038
C  -1.103  -2.650  1.223  -0.014
C  0.202  -2.172  1.173  -0.304
C  1.124  -2.593  2.126  -0.006
N  0.534  -1.186  0.180  -0.169
C  1.174  -1.714  -1.059  -0.611
C  2.607  -2.151  -0.737  -0.045
C  0.380  -2.904  -1.601  -0.045
C  1.225  -0.633  -2.132  -0.086
H  1.253  -4.473  4.967  0.076
H  2.284  -3.093  4.581  0.058
H  2.489  -4.617  3.715  0.080
H  -0.864  -4.634  3.940  0.116
H  -3.129  -4.527  3.217  0.075
H  -3.194  -4.634  1.454  0.079
H  -3.597  -3.113  2.259  0.073
H  -1.824  -2.274  0.507  0.133
H  2.120  -2.164  2.125  0.129
H  2.622  -2.970  -0.017  0.070
H  3.172  -1.310  -0.330  0.084
H  3.100  -2.496  -1.649  0.082
H  0.369  -3.739  -0.900  0.081
H  0.838  -3.245  -2.532  0.083
H  -0.651  -2.613  -1.809  0.088
H  1.769  0.247  -1.789  0.044
H  0.222  -0.322  -2.420  0.053
H  1.739  -1.034  -3.009  0.085

Values from the calculation:
HOMO (alpha / beta), eV: -4.5 / -5.1
Energy above the lowest of the compared OMol25 structures with the same formula, charge and spin, eV: 0.000
Orbital gap (alpha / beta), hartree: 0.242 / 0.264
Charge: -1
E_LUMO (alpha / beta), eV: 2.1 / 2.1
Largest force on an atom, eV Å⁻¹: 0.17
Multiplicity: 3